C31H33N6NaO4S2Si | ωB97M-V/def2-TZVPD

ORCA input file:
```
! wB97M-V def2-TZVPD RIJCOSX def2/J DEFGRID3
* xyz -2 1
S 0.7563 -1.6427 2.9554
S -1.2188 -0.7061 -3.2850
Si 0.3856 1.3408 -5.3799
Na -0.6312 -1.3278 0.4426
O -1.8800 -5.0231 -0.4707
O 1.4812 -2.0693 1.7846
O -1.8153 -2.9346 0.3245
O 0.2803 -2.6990 3.8252
N -0.1472 0.5965 -1.3182
N -3.4679 0.7167 -0.1951
N -3.8234 -1.3277 -1.1844
N -2.1125 0.7714 2.7709
N 0.6873 -2.7309 -0.9404
N -0.2925 -0.5558 2.5059
C -4.2324 2.7402 -1.2012
C -1.2067 -0.2399 4.7404
C 4.8674 1.5979 6.1026
C -4.6723 2.0288 -2.3152
C 0.5032 1.6009 -0.7789
C 2.2325 0.9888 -5.8216
C 2.5194 0.4281 3.3741
C 2.3911 -1.1235 5.1931
C -3.8912 0.0228 -1.2514
C 3.3092 -0.3665 5.9030
C -4.5033 0.6662 -2.3516
C -1.3232 -3.9539 -0.1984
C -0.0168 3.0125 -6.2582
C 3.4392 1.1803 4.0800
C 1.9639 -2.6912 -1.2660
C 1.9944 -0.7226 3.9320
C 2.2849 -4.9931 -0.7624
C 0.9439 -5.0438 -0.4434
C -2.1782 0.3518 5.5077
C -3.1391 1.1546 4.8976
C -0.2917 0.5437 -2.6576
C -0.6872 0.0713 -6.3068
C -1.1993 -0.0319 3.3369
C -3.0426 1.3125 3.5259
C 1.0630 2.6410 -1.5092
C 2.8112 -3.7855 -1.1947
C 3.8393 0.7943 5.3556
C 0.9651 2.5742 -2.8956
C -3.6234 2.0246 -0.1847
C 0.3142 1.5226 -3.5092
C 0.1772 -3.8834 -0.5366
H -3.1920 -1.6957 -0.4775
H 4.8521 1.3636 7.1655
H -2.2028 0.1893 6.5806
H 3.8551 2.0777 3.6420
H -3.9260 1.6303 5.4685
H 0.5709 1.5736 0.3033
H 2.1939 0.7051 2.3850
H 3.6210 -0.6766 6.8926
H -3.2277 2.5261 0.6911
H -4.8096 0.0802 -3.2062
H -3.7712 1.9173 2.9965
H 1.5729 3.4628 -1.0216
H 2.5635 0.0686 -5.3501
H 3.8561 -3.6985 -1.4663
H -0.4560 -0.8811 5.1727
H 0.0786 2.9085 -7.3370
H 2.3289 -1.7312 -1.6117
H -0.4612 -0.9297 -5.9622
H 0.6512 3.8109 -5.9492
H 4.7002 2.6663 5.9747
H -3.7173 -1.8044 -2.0664
H -0.5492 0.1162 -7.3864
H -4.3451 3.8156 -1.1457
H 2.8750 1.7878 -5.4613
H 1.9756 -2.0333 5.6001
H -5.1250 2.5535 -3.1510
H 0.4578 -5.9556 -0.1328
H 2.3947 0.8930 -6.8926
H 5.8641 1.3701 5.7207
H -1.7340 0.2446 -6.0818
H 2.9164 -5.8728 -0.6848
H -1.0342 3.3309 -6.0496
H 1.4093 3.3571 -3.5010
*
```

The calculation puts the HOMO-LUMO gap at 5.2683 eV. Its LUMO energy is 3.8 eV.


C31H34AsN4O4SV | ωB97M-V/def2-TZVPD

ORCA input file:
```
! wB97M-V def2-TZVPD RIJCOSX def2/J DEFGRID3
* xyz 2 3
As -0.6309 -2.0607 0.3873
V 0.4521 0.1852 0.1522
S 1.3058 -0.1815 2.1346
O -0.9972 1.3700 0.7151
O 0.6102 2.1235 -0.5384
O -4.8481 6.2122 1.3554
O -4.6109 4.2237 2.1501
N 4.1170 -0.1239 0.5885
N 3.2494 2.3053 -0.1215
N -4.2767 5.1544 1.4513
N 1.5432 -0.3679 -1.6742
C 4.0117 2.0772 -1.4090
C -1.2782 3.5866 -0.1008
C 4.8528 -0.1961 -0.6919
C -0.5348 2.3400 0.0358
C -4.2873 0.0408 0.2027
C 0.1331 -1.2347 2.9867
C 2.8513 -0.0629 -2.3616
C -2.2404 -1.1487 -0.1935
C 3.1280 1.4392 -2.4755
C -2.3878 3.7741 0.7170
C -4.2953 0.4767 -1.1166
C -3.2587 -0.7660 0.6698
C -1.2345 -6.5336 -0.8355
C -0.7123 -2.1101 2.3024
C -2.2127 -5.6039 -1.1540
C -2.2534 -0.7176 -1.5226
C -3.2833 0.0916 -1.9858
C 4.0136 -0.8726 -1.7754
C -1.5563 -2.9608 3.0054
C -2.7404 5.9290 -0.3240
C 5.2368 1.2251 -1.1054
C -0.9005 4.5556 -1.0309
C -0.8759 -3.8781 -0.1722
C 0.1091 -1.1939 4.3753
C -3.0911 4.9481 0.5845
C -2.0391 -4.2652 -0.8247
C 0.1140 -4.8048 0.1465
C -0.0720 -6.1372 -0.1850
C -0.7504 -2.0332 5.0693
C -1.5777 -2.9187 4.3913
C -1.6361 5.7228 -1.1427
H 2.2611 2.5474 -0.2891
H 5.7673 -0.7840 -0.5851
H -1.4877 -1.0584 -2.2176
H 3.6783 3.0457 0.4337
H -3.2461 -1.0813 1.7056
H -3.3323 6.8318 -0.3832
H 1.3749 -1.3653 -1.8115
H 2.1918 1.9928 -2.5807
H 4.7624 0.0062 1.3625
H -1.3570 6.4762 -1.8654
H 5.8506 1.1852 -2.0075
H 3.6091 -0.9804 0.7850
H -5.0854 0.3334 0.8723
H -5.0988 1.1081 -1.4717
H -2.2359 -3.5769 4.9417
H -2.8080 -3.5435 -1.0663
H 3.6453 -1.8373 -1.4140
H 4.3169 3.0596 -1.7654
H 4.6910 -1.1083 -2.5986
H 2.7165 -0.4142 -3.3855
H 0.7623 -0.5165 4.9094
H 0.8335 0.0883 -2.2578
H -1.3786 -7.5745 -1.0920
H -3.3066 0.4052 -3.0213
H 0.6861 -6.8666 0.0661
H -3.1181 -5.9180 -1.6556
H -0.7654 -2.0015 6.1504
H -2.7017 3.0269 1.4311
H -2.1905 -3.6581 2.4701
H 1.0137 -4.4986 0.6682
H 5.8523 1.6967 -0.3350
H 3.3293 1.4024 0.4091
H -0.0428 4.3848 -1.6675
H 3.6664 1.5835 -3.4142
*
```

The calculation puts the HOMO-LUMO gap (alpha / beta) at 7.2944 / 8.1585 eV. For the energy above the lowest of the compared OMol25 structures with the same formula, charge and spin, the calculation gives 98.6 kJ/mol. Its LUMO energy (alpha / beta) is -6.5 / -5.6 eV.


C31H34AsNO8Rb | ωB97M-V/def2-TZVPD

ORCA input file:
```
! wB97M-V def2-TZVPD RIJCOSX def2/J DEFGRID3
* xyz 1 1
Rb -0.1664 -0.0661 0.3235
As -4.1161 1.2786 -0.6272
O 0.7470 2.6655 0.0309
O -2.7369 0.5005 -0.1954
O 0.3586 0.9003 -2.3827
O 1.5911 1.1569 2.3318
O 0.8218 -4.7955 1.6448
O 5.2570 -0.5528 -1.8364
O 0.4574 -2.6469 1.3785
O 3.3143 0.2311 -1.0375
N 2.7533 -2.2581 -0.0034
C 4.0966 -0.6683 -1.1791
C -2.6103 3.6328 -0.0139
C -4.5178 0.9071 -2.4719
C -3.6779 0.2581 -4.6261
C -5.7797 1.1126 -3.0181
C -5.7308 0.9263 0.3457
C -4.7357 4.0885 -1.0606
C -6.4013 -0.2769 0.1421
C -4.9371 0.4677 -5.1751
C -7.5633 -0.5410 0.8498
C 1.2124 2.9175 -1.2922
C 3.9149 -2.0475 -0.6045
C 3.4834 -4.4659 0.5213
C -3.8142 3.1831 -0.5386
C -3.4650 0.4806 -3.2739
C -4.4499 5.4444 -1.0514
C 2.3292 0.1757 3.0401
C 1.5845 3.1759 1.0611
C 0.2212 2.3081 -2.2608
C 1.2938 0.5216 -3.3744
C -2.3262 4.9922 -0.0086
C 4.6918 -4.2397 -0.1135
C 1.1874 -3.5831 1.2169
C 4.9184 -3.0068 -0.6963
C -3.2437 5.8950 -0.5265
C -6.2123 1.8587 1.2581
C 2.5372 -3.4478 0.5446
C -5.9863 0.8945 -4.3727
C -8.0500 0.3918 1.7566
C -7.3773 1.5878 1.9619
C 2.4359 2.1048 1.7004
H -2.8642 -0.0823 -5.2533
H -3.0192 6.9537 -0.5245
H 2.2050 2.4802 -1.4390
H 5.3360 0.3587 -2.1573
H 0.9637 0.8577 -4.3625
H 5.8461 -2.7810 -1.2002
H 3.0483 -0.3226 2.3803
H -5.1008 0.2959 -6.2308
H -2.4874 0.3183 -2.8336
H 0.3185 2.7836 -3.2425
H 3.0586 1.6077 0.9491
H 1.4422 -5.4892 1.3949
H 1.3496 -0.5654 -3.3705
H -8.9587 0.1843 2.3061
H 5.4470 -5.0129 -0.1469
H 3.0950 2.5773 2.4399
H -5.1624 6.1507 -1.4564
H -6.6037 1.4314 -2.3901
H -5.6882 2.7934 1.4142
H 2.2374 3.9612 0.6676
H 1.2791 3.9985 -1.4608
H -8.0890 -1.4732 0.6923
H 3.3137 -5.4230 0.9977
H -6.0214 -0.9987 -0.5714
H 2.8628 0.6169 3.8866
H -1.3871 5.3447 0.3992
H -6.9675 1.0541 -4.7999
H -7.7575 2.3132 2.6686
H -1.8971 2.9167 0.3753
H -0.7896 2.4941 -1.8909
H 0.9381 3.6210 1.8201
H -5.6709 3.7344 -1.4787
H 1.6228 -0.5624 3.4145
H 2.2866 0.9291 -3.1686
*
```

The calculation puts the HOMO-LUMO gap at 8.5767 eV. For the energy above the lowest of the compared OMol25 structures with the same formula, charge and spin, the calculation gives 0.0 kJ/mol. Its LUMO energy is -2.8 eV.